Record 1
{
  "formula": "C2H3ClF2",
  "method": "the ωB97M-V functional and the def2-TZVPD basis",
  "symbols": ["C", "C", "F", "F", "Cl", "H", "H", "H"],
  "positions_angstrom": [[-1.054, 0.073, -1.348], [-0.363, -0.037, 0.038], [-0.829, 1.058, 0.633], [-0.504, -1.283, 0.649], [1.440, 0.059, 0.072], [-2.253, -0.033, -0.797], [-1.026, 1.240, -1.745], [-0.702, -0.395, -2.359]],
  "forces_ev_per_angstrom": [[-2.44, 2.35, -0.24], [2.12, -0.81, -2.64], [-0.30, -0.68, 1.96], [-1.52, 1.96, -0.19], [-0.14, 0.52, -0.40], [3.21, -0.17, -2.79], [0.01, -2.80, 1.70], [-0.94, -0.36, 2.61]],
  "total_charge": 0,
  "homo_energy_ev": -11.41,
  "smiles": "CC(F)(F)Cl"
}

---

Record 2
{
  "formula": "CH10NaO8",
  "method": "the ωB97M-V functional and the def2-TZVPD basis",
  "symbols": ["Na", "C", "O", "O", "O", "O", "H", "H", "O", "H", "H", "O", "H", "H", "O", "H", "H", "O", "H", "H"],
  "positions_angstrom": [[0.009, 0.224, -0.113], [-1.022, -0.485, -2.340], [-1.298, 0.081, -3.607], [0.203, -0.710, -2.052], [-2.029, -0.731, -1.620], [1.434, -1.737, 0.676], [1.581, -1.328, 1.541], [2.044, -2.449, 0.639], [1.853, 1.588, -0.960], [1.709, 1.119, -1.773], [2.551, 1.044, -0.610], [0.679, 0.692, 2.152], [0.393, 0.678, 3.057], [1.592, 0.910, 2.315], [-1.766, 1.717, 0.204], [-1.692, 1.839, 1.151], [-2.301, 2.463, -0.070], [-1.397, -1.392, 0.725], [-1.467, -1.231, -0.212], [-1.076, -2.291, 0.898]],
  "forces_ev_per_angstrom": [[-0.08, 0.06, -0.15], [-1.42, 2.42, -7.11], [1.09, -1.47, 3.72], [0.65, -0.15, 1.07], [0.38, -0.55, 1.68], [-0.33, 1.14, 0.59], [-0.28, -0.15, -0.13], [0.88, -1.06, -0.32], [0.29, 0.55, 0.78], [-1.05, -0.58, -1.34], [0.60, -0.21, 0.52], [0.33, 0.02, 0.13], [-1.03, -0.27, 0.58], [0.84, 0.40, -0.57], [0.14, 0.26, 0.33], [0.01, -0.10, 0.35], [-0.10, -0.02, -0.49], [0.44, -0.79, 3.85], [-1.29, -0.14, -3.00], [-0.07, 0.63, -0.52]],
  "total_charge": -1,
  "homo_energy_ev": -1.44
}

---

Record 3
{
  "formula": "C8H7N6O",
  "method": "the ωB97M-V functional and the def2-TZVPD basis",
  "symbols": ["C", "C", "O", "N", "N", "C", "C", "N", "C", "N", "N", "C", "C", "C", "N", "H", "H", "H", "H", "H", "H", "H"],
  "positions_angstrom": [[0.262, 2.313, -0.657], [-0.490, 1.060, -0.465], [-1.659, 0.967, -0.644], [0.229, -0.160, -0.196], [1.425, 0.003, 0.559], [2.788, -0.118, -0.008], [2.930, 0.856, -1.102], [3.227, 1.701, -1.795], [3.874, -0.148, 0.992], [4.464, -0.425, 1.940], [2.683, -1.387, -0.877], [1.822, -2.179, -0.660], [0.550, -2.590, -0.543], [-0.297, -1.378, -0.423], [-1.571, -1.656, -0.462], [-0.468, 3.095, -0.733], [0.729, 2.215, -1.639], [0.988, 2.596, 0.102], [1.220, 0.306, 1.513], [0.131, -3.553, -0.560], [-1.801, -2.625, -0.781], [-2.416, -1.102, -0.319]],
  "forces_ev_per_angstrom": [[0.40, 0.30, -0.11], [-0.21, -0.16, -0.20], [-1.21, -0.14, -0.04], [2.15, 1.48, 0.60], [-0.15, -0.33, 0.86], [-2.07, -0.86, -1.49], [0.95, -0.53, 1.74], [0.18, 1.26, -1.41], [-1.12, -0.55, 0.36], [0.12, 0.38, -0.46], [0.85, 0.27, 0.59], [-0.72, -0.31, -0.21], [0.67, 2.68, 0.02], [0.23, -2.77, 0.15], [-1.88, -1.59, -0.86], [-0.40, 0.34, 0.01], [0.26, 0.19, 0.13], [0.10, -0.28, -0.12], [0.64, -0.29, -0.46], [-0.12, -0.99, 0.42], [0.34, 1.29, 0.48], [0.98, 0.59, 0.00]],
  "total_charge": 1,
  "homo_energy_ev": -14.25,
  "smiles": "CC(=O)N1NC(C#N)(C#N)N=C=CC1=[NH2+]"
}

---

Record 4
{
  "formula": "C16H26N2O5",
  "method": "the ωB97M-V functional and the def2-TZVPD basis",
  "symbols": ["C", "N", "C", "O", "C", "N", "C", "C", "O", "C", "C", "C", "H", "H", "H", "H", "H", "H", "H", "H", "H", "H", "H", "H", "H", "H", "H", "H", "C", "O", "C", "C", "C", "C", "C", "C", "O", "C", "O", "H", "H", "H", "H", "H", "H", "H", "H", "H", "H"],
  "positions_angstrom": [[3.485, -1.132, -4.203], [2.839, 0.158, -4.448], [1.563, 0.522, -4.262], [1.267, 1.697, -4.437], [0.458, -0.470, -3.838], [0.584, -1.823, -4.418], [0.380, -2.101, -5.705], [0.508, -3.551, -6.107], [0.102, -1.255, -6.541], [0.334, -0.559, -2.301], [0.271, 0.805, -1.602], [-0.936, -1.328, -1.903], [3.158, -1.547, -3.249], [4.568, -0.999, -4.171], [3.247, -1.826, -5.010], [3.425, 0.909, -4.779], [-0.472, -0.038, -4.211], [0.807, -2.586, -3.801], [1.539, -3.873, -5.978], [0.224, -3.649, -7.155], [-0.156, -4.158, -5.495], [1.196, -1.097, -1.905], [0.108, 0.665, -0.535], [1.214, 1.337, -1.729], [-0.536, 1.405, -2.025], [-1.013, -1.384, -0.817], [-1.818, -0.822, -2.299], [-0.904, -2.345, -2.292], [-1.743, 0.195, 8.363], [-1.562, -0.103, 6.973], [-1.308, 0.933, 6.096], [-1.056, 2.260, 6.500], [-0.810, 3.256, 5.555], [-0.810, 2.947, 4.195], [-1.055, 1.635, 3.755], [-1.048, 1.287, 2.279], [-0.850, 2.429, 1.441], [-1.302, 0.633, 4.716], [-1.546, -0.655, 4.303], [-2.029, -0.715, 8.897], [-2.535, 0.937, 8.504], [-0.813, 0.571, 8.802], [-1.045, 2.541, 7.547], [-0.616, 4.277, 5.874], [-0.616, 3.742, 3.481], [-0.249, 0.564, 2.087], [-2.001, 0.818, 2.014], [-0.838, 2.179, 0.501], [-1.610, -0.686, 3.338]],
  "forces_ev_per_angstrom": [[-0.41, 0.25, -0.25], [1.09, -0.96, 0.21], [-0.75, 0.95, -0.36], [-0.39, -0.31, 0.22], [0.25, -0.40, -0.01], [0.27, 0.76, 1.67], [-0.43, 0.05, -1.88], [-0.08, 0.07, 0.07], [0.10, 0.18, 0.42], [-0.60, -0.03, 0.35], [0.53, -0.07, -0.58], [0.44, -0.17, -0.28], [0.09, -0.07, -0.05], [-0.16, 0.09, 0.05], [0.11, -0.15, 0.11], [-0.16, 0.01, 0.06], [0.15, 0.14, -0.17], [0.01, 0.04, 0.04], [0.05, -0.21, 0.04], [0.07, 0.05, 0.16], [0.08, -0.22, 0.05], [0.20, -0.11, 0.02], [-0.01, -0.13, 0.06], [-0.14, 0.22, 0.01], [0.04, 0.09, 0.02], [-0.04, 0.00, -0.01], [-0.04, -0.04, 0.02], [-0.23, -0.07, 0.01], [0.15, 0.32, -0.37], [-0.07, 0.13, -0.17], [0.02, 0.37, 0.44], [-0.05, -0.37, -0.34], [-0.09, -0.52, -0.37], [-0.03, -0.12, 0.13], [0.15, 0.78, 0.70], [0.07, 0.19, -0.39], [-0.04, -0.02, 0.32], [0.03, 0.29, -0.63], [-0.01, 0.02, 0.29], [0.10, 0.01, -0.48], [0.06, 0.00, -0.05], [-0.04, 0.02, -0.03], [-0.05, -0.24, -0.05], [-0.04, -0.19, -0.01], [-0.06, -0.29, -0.03], [0.07, -0.17, 0.04], [-0.15, -0.13, 0.00], [-0.06, -0.11, 0.65], [0.02, 0.06, 0.33]],
  "total_charge": 0,
  "homo_energy_ev": -8.13,
  "smiles": "CNC(=O)[C@@H](NC(C)=O)C(C)C.COc1cccc(CO)c1O"
}

---

Record 5
{
  "formula": "C4H12",
  "method": "the ωB97M-V functional and the def2-TZVPD basis",
  "symbols": ["C", "C", "H", "H", "H", "H", "H", "H", "C", "C", "H", "H", "H", "H", "H", "H"],
  "positions_angstrom": [[-0.723, -1.352, 1.192], [0.704, -1.626, 0.878], [-0.798, -0.487, 1.857], [-1.350, -1.154, 0.325], [-1.170, -2.215, 1.717], [1.257, -0.754, 0.380], [1.192, -1.789, 1.847], [0.909, -2.437, 0.164], [-0.632, 1.787, -1.276], [0.628, 1.185, -0.738], [-0.982, 2.729, -0.866], [-0.391, 2.040, -2.341], [-1.384, 1.019, -1.533], [1.547, 1.745, -0.891], [0.777, 0.268, -1.329], [0.490, 0.849, 0.322]],
  "forces_ev_per_angstrom": [[0.03, 0.40, -0.29], [-0.85, -0.79, 0.77], [-0.08, -0.27, 0.26], [-0.13, -0.26, -0.26], [-0.01, 0.09, -0.04], [0.20, 0.42, -0.02], [0.65, 0.40, -0.28], [-0.14, 0.28, -0.14], [0.02, -0.10, -0.48], [-0.26, -1.14, -1.63], [-0.30, -0.40, 0.60], [0.41, -0.18, -0.05], [-0.36, 0.45, 0.44], [0.36, 0.22, 0.73], [0.19, 0.19, -0.10], [0.28, 0.70, 0.50]],
  "total_charge": 1,
  "multiplicity": 2,
  "homo_energy_ev": [-17.19, -16.12]
}

---

Record 6
{
  "formula": "C16H18F2N2O2",
  "method": "the ωB97M-V functional and the def2-TZVPD basis",
  "symbols": ["O", "C", "N", "C", "C", "C", "C", "C", "C", "F", "C", "F", "C", "C", "C", "C", "O", "N", "C", "C", "C", "C", "H", "H", "H", "H", "H", "H", "H", "H", "H", "H", "H", "H", "H", "H", "H", "H", "H", "H"],
  "positions_angstrom": [[-0.762, 0.715, 0.389], [0.249, 0.109, -0.002], [1.248, 0.189, 0.806], [1.505, 0.746, 2.064], [1.160, 0.006, 3.362], [-0.085, -0.118, 3.811], [-0.567, -1.253, 4.768], [0.464, -1.909, 5.449], [1.819, -1.599, 4.956], [2.937, -2.369, 5.515], [1.907, -0.704, 4.099], [3.278, -0.654, 3.684], [0.359, -0.806, -1.183], [1.513, -0.500, -1.928], [1.307, 0.124, -3.284], [0.093, 1.045, -3.263], [0.029, 2.020, -4.000], [-0.908, 0.370, -2.673], [-2.058, 1.325, -2.499], [-2.897, 1.867, -3.606], [-3.391, 0.584, -2.973], [-0.798, -0.657, -1.890], [2.215, -0.393, 0.652], [0.735, 1.706, 2.017], [2.413, 1.442, 2.358], [-0.981, 0.373, 3.308], [-1.559, -1.419, 5.049], [0.204, -2.447, 6.239], [0.605, -1.733, -0.602], [2.019, 0.682, -1.599], [2.695, -1.004, -1.973], [1.967, 0.411, -3.928], [1.121, -0.886, -3.800], [-2.123, 1.601, -1.570], [-2.274, 1.774, -4.593], [-3.413, 2.939, -3.419], [-4.326, 0.887, -2.359], [-3.275, -0.254, -3.533], [-0.749, -1.361, -2.583], [-1.680, -0.847, -1.267]],
  "forces_ev_per_angstrom": [[-0.34, -0.57, -1.65], [-3.37, 1.88, 2.04], [10.15, -4.10, 1.55], [-2.74, 7.02, 3.15], [-4.70, 3.49, -4.23], [-7.41, -2.57, 0.72], [5.10, 3.01, -1.07], [1.47, 3.52, -4.84], [-2.60, -7.96, 8.81], [-2.78, 2.28, -1.55], [11.07, 0.33, -3.00], [-0.27, 0.42, -0.09], [3.45, -0.76, 6.49], [10.89, 6.53, -1.51], [-5.46, -5.12, 1.20], [1.95, -2.52, -2.84], [-0.08, 0.12, 1.20], [-2.96, 11.44, -3.45], [-1.89, -4.80, -3.95], [1.81, 1.77, -1.83], [-1.26, 5.42, 2.68], [-4.57, -4.72, 2.06], [-3.43, 1.41, -0.79], [1.32, -2.30, 0.70], [-0.79, -2.12, -1.87], [1.54, -0.36, 0.48], [-1.44, 0.17, 0.11], [-0.42, -2.91, 3.20], [-1.19, -0.14, -0.99], [-1.14, -3.25, 0.73], [-4.03, 0.34, 0.58], [5.04, 2.55, -2.49], [-1.32, 1.31, -0.60], [-0.22, 2.13, 4.98], [-1.77, 0.43, 1.73], [1.22, -2.87, -0.51], [1.61, -1.56, -0.96], [-0.09, -2.44, -1.23], [-0.45, -4.85, -2.67], [0.07, 0.34, -0.29]],
  "total_charge": 0,
  "homo_energy_ev": -9.11,
  "smiles": "O=C(NCc1cccc(F)c1F)[C@@H]1CCC(=O)N(C2CC2)C1"
}

---

- Number 6 is which compound?
  C16H18F2N2O2

---

- Number 5 is which compound?
  C4H12